No. 1
94
Properties=species:S:1:pos:R:3:forces:R:3 method="wB97M-V/def2-TZVPD" orbital_gap_ev=6.4 energy_ev=-87814.4522 e_homo_ha=-0.2208 fmax_ev_per_a=1.567 lumo_ha=0.0149 charge=-1
C 2.940 0.997 0.789 0.0915 0.0476 -0.1389
C 3.401 -0.101 -0.151 -0.4030 0.3537 0.3781
O 2.314 -0.454 -1.025 0.1560 -0.2742 -0.2280
C 1.925 -1.773 -0.955 0.4582 -0.8733 -0.9129
O 2.280 -2.574 -1.800 -0.4695 1.1366 0.9719
C 1.012 -2.124 0.191 0.3403 -0.5388 -0.2146
C -0.326 -2.697 -0.327 -0.1156 0.6972 -0.1718
C -1.487 -1.883 0.248 0.7287 0.1967 -0.0937
S -1.825 -2.258 1.987 -0.8638 0.0773 -0.2006
O -3.274 -2.300 2.066 0.3996 -0.0670 0.0928
O -1.119 -3.489 2.298 0.1277 0.2210 -0.0175
N -1.227 -0.946 2.725 0.3110 -0.6160 0.2719
S -1.123 -0.984 4.317 -0.7794 0.4943 0.4357
O -1.880 -2.033 4.955 0.2755 0.3303 -0.3195
O -1.307 0.360 4.821 0.2068 -0.4680 -0.2715
O 0.421 -1.314 4.706 -0.1263 0.1450 -0.2313
C 1.356 -1.647 3.689 0.4097 -0.3370 0.4650
C 2.774 -1.590 4.291 -0.2825 0.1785 0.0384
C 2.868 -0.518 5.379 0.2215 -0.1226 -0.0400
C 3.278 -2.955 4.771 0.0285 -0.4267 0.2912
C 2.557 -3.450 6.045 -0.0343 0.5185 -0.0511
C 3.239 -4.024 3.659 0.3563 0.5327 -0.1482
H 3.772 1.400 1.367 0.0439 -0.1306 0.0899
H 2.176 0.617 1.461 -0.0974 0.0785 0.1440
H 2.529 1.825 0.212 -0.0835 -0.0001 -0.0477
H 4.224 0.263 -0.763 0.0868 -0.2293 -0.1158
H 3.710 -0.981 0.418 0.1770 0.0054 -0.0878
H 1.545 -2.882 0.764 -0.0219 -0.0629 0.2135
H 0.844 -1.268 0.829 -0.0152 0.1639 0.1007
H -0.325 -2.544 -1.406 -0.2383 -0.2368 -0.0969
H -0.433 -3.759 -0.134 0.0245 -0.0464 0.0998
H -1.184 -0.838 0.180 -0.2824 0.1369 0.1958
H -2.409 -1.991 -0.315 -0.1276 -0.3331 0.1775
H 1.118 -2.650 3.340 0.0078 0.0011 -0.3233
H 1.293 -0.945 2.868 -0.2011 0.1726 -0.1232
H 3.445 -1.260 3.490 -0.0482 -0.1650 -0.1771
H 2.497 -0.890 6.331 -0.0772 0.0338 0.0544
H 3.912 -0.227 5.508 0.0297 0.0564 0.0856
H 2.277 0.361 5.133 0.0165 0.0776 -0.0801
H 4.329 -2.827 5.047 0.0658 0.1252 -0.0913
H 2.364 -4.519 6.015 0.1023 -0.0970 0.0698
H 3.144 -3.205 6.929 0.0132 -0.1746 0.0987
H 1.603 -2.939 6.174 -0.1579 -0.1448 -0.1140
H 4.176 -4.580 3.653 -0.0913 -0.2725 0.0924
H 3.179 -3.544 2.679 -0.1046 -0.0871 -0.0627
H 2.403 -4.710 3.766 -0.0803 -0.0151 -0.0682
C -3.392 -0.294 -5.147 -0.0207 -0.0144 -0.0356
C -4.121 -0.474 -6.317 0.0124 -0.0184 0.0377
C -4.650 -1.716 -6.624 0.0064 0.1193 -0.0343
C -4.444 -2.788 -5.765 0.0322 -0.0540 0.0649
C -3.695 -2.611 -4.600 -0.0458 -0.0562 -0.0569
C -3.178 -1.360 -4.290 0.0332 0.1124 -0.0108
C -3.423 -3.754 -3.682 0.0459 0.0280 0.0889
O -2.778 -3.600 -2.670 0.0519 0.0166 0.0461
C -3.963 -5.093 -4.053 -0.0357 0.0272 -0.0824
C -3.680 -6.181 -3.237 0.0042 -0.1167 0.0506
C -4.182 -7.430 -3.557 -0.0273 0.0082 -0.0404
C -4.975 -7.596 -4.688 0.0235 0.0247 0.0250
C -5.257 -6.515 -5.506 -0.0126 -0.1246 0.0150
C -4.746 -5.261 -5.196 0.0439 0.0689 0.0375
C -5.036 -4.114 -6.104 -0.0631 -0.0041 -0.0835
O -5.729 -4.257 -7.090 0.0130 -0.0049 -0.0014
H -2.986 0.679 -4.905 0.0053 0.0089 0.0031
H -4.278 0.359 -6.990 -0.0068 0.0123 0.0001
H -5.223 -1.864 -7.529 -0.0305 -0.0770 0.0147
H -2.609 -1.232 -3.379 0.0044 -0.0779 0.0232
H -3.066 -6.040 -2.358 -0.0039 0.0900 0.0039
H -3.959 -8.277 -2.923 -0.0042 -0.0069 0.0116
H -5.372 -8.573 -4.931 -0.0022 -0.0109 0.0001
H -5.870 -6.635 -6.388 0.0068 0.0765 -0.0331
C 3.588 8.419 -2.742 -0.0244 0.0220 0.0131
C 2.805 9.552 -2.544 0.0121 -0.0360 0.0141
C 1.849 9.569 -1.543 0.0592 0.0656 -0.0887
C 1.664 8.450 -0.741 0.0109 -0.0823 0.0230
C 2.436 7.307 -0.954 -0.0512 0.0343 0.0407
C 3.404 7.299 -1.950 0.0601 0.0477 -0.0983
C 2.229 6.079 -0.133 -0.0550 -0.1587 0.1176
O 2.900 5.086 -0.307 0.1217 0.0100 -0.1104
C 1.161 6.104 0.905 -0.0213 0.0693 -0.0363
C 0.912 4.952 1.641 -0.0394 -0.0378 0.0639
C -0.070 4.953 2.617 -0.0181 0.0020 0.0355
C -0.801 6.110 2.867 0.0374 0.0020 -0.0310
C -0.560 7.260 2.134 -0.0697 -0.0622 0.0824
C 0.415 7.261 1.145 0.0648 0.0077 -0.0662
C 0.638 8.495 0.343 -0.0838 0.0472 0.0594
O 0.006 9.509 0.556 0.0092 0.0125 -0.0178
H 4.340 8.410 -3.521 0.0051 0.0012 -0.0104
H 2.944 10.422 -3.171 0.0086 0.0100 -0.0034
H 1.239 10.446 -1.377 -0.0390 -0.0231 0.0746
H 4.004 6.412 -2.099 -0.0438 -0.0567 0.0524
H 1.485 4.058 1.442 0.0473 0.0241 -0.0434
H -0.268 4.053 3.184 -0.0145 -0.0196 0.0006
H -1.564 6.110 3.634 -0.0087 -0.0148 0.0060
H -1.128 8.161 2.320 0.0249 0.0467 -0.0608

***

No. 2
95
Properties=species:S:1:pos:R:3:forces:R:3 method="wB97M-V/def2-TZVPD" orbital_gap_ev=8.3 energy_ev=-160732.9207 e_homo_ha=-0.3010 fmax_ev_per_a=4.150 lumo_ha=0.0059 de_lowest_kcal_mol=57.61
Lu -6.884 -5.564 15.855 -0.6744 0.2154 0.5021
C -11.438 -2.473 20.021 -1.2969 -0.2249 -0.6261
C -10.385 -3.520 20.020 1.2701 -1.9701 -0.0645
C -10.327 -4.146 21.446 -1.8803 0.5487 0.8682
O -10.765 -4.629 19.131 0.4313 1.4772 0.3590
C -9.570 -5.237 18.636 -0.5598 -0.1454 -0.0642
C -8.447 -4.338 19.203 1.0038 -0.2615 1.7745
O -9.075 -3.101 19.527 -1.9432 -0.4917 0.4789
C -7.033 -4.025 18.576 -0.3932 -1.7638 -1.0247
O -7.093 -3.886 17.182 0.3450 -0.0012 -0.3492
C -6.046 -5.202 18.801 -0.0581 0.1757 0.6778
C -4.674 -4.935 18.928 -0.0519 1.2342 -0.3319
C -3.799 -5.975 19.074 -0.6281 -0.8226 0.7067
C -4.302 -7.259 19.157 0.5734 -0.5458 -0.0583
C -5.637 -7.563 19.015 1.2804 -0.0698 0.3769
C -6.498 -6.543 18.885 -1.3777 2.7880 -0.6822
C -6.542 -2.800 19.267 1.4918 1.7176 0.7275
C -6.018 -2.829 20.587 -0.2242 0.9009 -0.2270
C -5.660 -1.642 21.281 -0.0831 -1.5812 0.2710
C -5.764 -0.437 20.614 -0.8530 -0.0722 0.8361
C -6.280 -0.411 19.348 0.0271 1.3374 -2.2957
C -6.554 -1.562 18.602 -0.7922 -0.3842 1.6879
C -9.729 -5.598 17.135 0.9576 0.8655 -0.3455
O -8.561 -6.359 16.854 -0.5175 0.4772 -0.8193
C -10.976 -6.433 16.997 -0.2160 -1.5630 0.6488
C -12.253 -5.872 16.962 -0.4137 -2.3425 -0.4725
C -13.397 -6.710 16.851 0.7965 0.2311 0.1622
C -13.229 -8.083 16.835 0.4335 -0.8864 0.1521
C -11.947 -8.650 16.932 -0.2691 -0.0455 0.2675
C -10.832 -7.853 17.048 0.7375 0.6726 -0.6699
C -9.878 -4.383 16.132 0.5663 -1.2712 1.1173
C -9.760 -3.068 16.498 -0.5921 0.4277 -0.9427
C -9.846 -2.066 15.495 0.2206 -0.9824 0.0675
C -9.958 -2.351 14.133 -0.6048 -1.6647 -1.1430
C -10.051 -3.752 13.805 -0.5204 1.5116 0.1131
C -10.049 -4.707 14.796 0.6843 1.0909 -0.1769
H -12.409 -3.045 20.079 0.9098 0.7640 0.1194
H -11.503 -1.839 19.133 0.3384 -0.1941 -0.0294
H -11.309 -1.855 20.897 -0.1447 0.2538 0.2427
H -11.447 -4.285 21.765 2.1119 0.1180 -0.5182
H -9.859 -3.499 22.215 -0.2071 -0.0605 -0.6071
H -9.851 -5.116 21.520 0.0370 -0.1667 -0.2999
H -9.464 -6.203 19.161 -0.0588 0.0843 -0.4591
H -8.242 -4.844 20.208 0.1971 0.6457 -1.0764
H -4.226 -3.911 18.992 -0.9379 -0.8486 -0.2509
H -2.790 -5.813 19.362 0.8702 0.2142 -0.2123
H -3.629 -8.044 19.400 0.6256 -0.6969 0.0276
H -5.997 -8.548 19.086 -0.2457 -1.1611 0.0688
H -7.560 -6.691 18.766 0.0809 -0.2971 0.1228
H -5.894 -3.789 21.064 -0.1575 -0.0731 0.2487
H -5.383 -1.691 22.369 -0.0992 0.0141 -1.3234
H -5.695 0.487 21.150 0.4516 0.3767 0.2167
H -6.464 0.597 18.861 0.3078 -1.3131 0.5923
H -7.018 -1.508 17.640 0.0589 0.0312 -0.5241
H -12.383 -4.834 16.961 -0.0653 1.3966 0.0288
H -14.398 -6.290 16.787 0.2350 0.0544 0.0335
H -14.039 -8.812 16.787 -0.1822 0.5648 -0.0978
H -11.800 -9.733 16.966 -0.3029 0.3052 -0.1158
H -9.821 -8.340 17.052 -1.0445 0.8707 0.1624
H -9.669 -2.865 17.557 0.1306 0.5852 -0.3689
H -9.793 -1.084 15.858 0.0501 1.4602 0.1585
H -10.090 -1.648 13.239 0.3996 -0.6187 1.9147
H -10.287 -4.106 12.801 0.3865 0.3908 0.0386
H -10.085 -5.704 14.493 -0.2935 -1.6491 -0.2743
F -1.577 -9.584 13.603 1.8586 -0.8092 -0.8419
C -2.630 -9.060 14.134 -0.9672 0.5492 1.7448
C -3.791 -9.093 13.492 -0.2626 0.4216 0.8418
N -4.978 -8.596 14.013 0.7073 -0.4551 0.1085
C -6.075 -8.222 13.113 0.5550 1.4528 -0.0573
C -6.044 -6.620 13.066 -3.0100 -2.4502 1.4699
O -5.119 -6.006 12.644 2.3879 1.0205 -1.3519
O -7.087 -6.182 13.667 0.0271 1.1173 0.3004
C -4.957 -8.099 15.273 1.8978 0.3917 0.7773
O -5.932 -7.611 15.816 -0.8836 -0.1544 0.4301
N -3.712 -8.082 15.963 -2.5956 -0.1996 -1.3416
C -2.511 -8.513 15.509 0.8559 0.3109 -0.2763
O -1.526 -8.343 16.203 0.1025 -0.4712 -0.8250
H -3.839 -9.579 12.566 -0.1931 -0.3924 -1.3054
H -7.027 -8.527 13.492 -0.4081 -0.2034 0.4185
H -5.930 -8.657 12.139 0.3694 -0.2034 -0.2516
H -3.654 -7.437 16.731 -0.3753 0.1053 0.6397
C -2.767 -3.164 15.848 0.4108 -1.3415 0.2754
As -3.708 -4.296 14.485 1.7021 -0.2598 2.1315
C -4.525 -3.200 13.221 -1.9999 0.1899 -1.8174
C -2.181 -5.057 13.595 -0.7529 -1.2213 1.5626
O -4.658 -5.351 15.394 0.1029 0.6798 -0.5215
H -1.647 -3.227 15.853 -1.0086 -0.4836 -0.3032
H -3.141 -3.485 16.843 0.1189 0.2519 -0.6706
H -2.960 -2.140 15.689 -0.6101 1.2309 -0.0866
H -5.608 -3.465 13.047 1.1467 0.0544 0.4215
H -4.055 -3.315 12.214 -0.1426 0.1225 0.9752
H -4.504 -2.183 13.570 0.1978 0.4942 -0.0039
H -1.853 -4.319 12.927 0.5431 0.7900 -1.1086
H -2.507 -5.974 13.145 -0.0762 -0.3368 -0.7363
H -1.411 -5.305 14.322 -0.0193 0.1666 0.0827

***

No. 3
95
Properties=species:S:1:pos:R:3:forces:R:3 method="wB97M-V/def2-TZVPD" orbital_gap_ev=5.0 energy_ev=-132989.1365 e_homo_ha=-0.0369 fmax_ev_per_a=2.163 lumo_ha=0.1473 charge=-2 de_lowest_kcal_mol=33.13
Sn -0.011 0.557 0.192 0.8359 -0.2409 -1.1380
S -0.624 -3.269 -0.964 0.0354 -0.5437 0.6549
P -1.029 -2.007 -2.419 0.8233 0.8467 -0.3255
C -0.756 -0.335 -2.179 -2.1169 -0.3516 -0.2720
P -1.962 0.850 -2.334 1.5075 0.0787 0.3840
S -2.148 1.950 -0.628 -0.3497 0.2836 0.3508
C -3.674 0.625 -2.942 0.1564 -0.3869 0.0482
C -4.753 0.704 -2.070 0.1941 0.1888 -0.0609
C -6.029 0.432 -2.521 -0.2903 -0.0103 -0.0726
C -6.235 0.061 -3.841 -0.1081 -0.0102 -0.0040
C -5.160 -0.022 -4.713 -0.1262 -0.0471 -0.2264
C -3.883 0.258 -4.266 0.0620 0.0957 0.0705
C -1.335 2.092 -3.532 -0.0943 -0.1119 0.0645
C -0.024 1.964 -3.968 -0.0501 -0.1652 -0.0687
C 0.532 2.924 -4.792 0.0864 0.1662 -0.1512
C -0.221 4.021 -5.174 0.1645 0.0987 -0.1027
C -1.530 4.154 -4.738 -0.1599 0.1631 -0.0834
C -2.090 3.190 -3.922 0.0484 -0.0663 -0.0067
C -2.634 -2.620 -3.055 0.1210 0.1452 0.2713
C -3.729 -2.387 -2.231 -0.0118 0.0058 -0.0124
C -4.956 -2.943 -2.528 -0.1179 0.0483 0.1150
C -5.088 -3.765 -3.636 -0.1057 -0.2310 -0.0227
C -3.988 -4.041 -4.429 -0.1553 -0.1276 -0.1866
C -2.761 -3.467 -4.148 0.1749 0.2287 0.0468
C 0.068 -2.417 -3.843 0.2278 0.0017 0.1449
C 1.054 -3.388 -3.738 -0.2454 -0.0534 -0.0402
C 1.979 -3.555 -4.751 0.1419 -0.1367 -0.2191
C 1.923 -2.758 -5.882 0.1559 0.0654 -0.1355
C 0.946 -1.778 -5.992 0.0873 -0.0190 -0.3191
C 0.033 -1.605 -4.972 -0.2524 -0.0753 0.1339
H -4.564 1.005 -1.049 -0.0062 -0.0409 0.0913
H -6.874 0.507 -1.847 0.0038 -0.0140 0.0435
H -7.234 -0.166 -4.192 -0.0243 -0.0021 -0.0128
H -5.325 -0.306 -5.745 0.0154 -0.0384 -0.0298
H -3.038 0.205 -4.942 0.0161 -0.0526 -0.0421
H 0.542 1.095 -3.648 -0.0426 -0.0515 0.0375
H 1.555 2.821 -5.131 0.0641 0.0114 0.0199
H 0.216 4.786 -5.802 0.0294 0.0508 -0.0648
H -2.108 5.020 -5.035 -0.0546 0.0387 -0.0167
H -3.110 3.286 -3.571 -0.0360 0.0570 0.0384
H -3.581 -1.786 -1.340 -0.0972 -0.0088 0.0054
H -5.806 -2.754 -1.886 -0.0486 0.0268 0.0167
H -6.041 -4.233 -3.851 -0.0757 0.0138 -0.0498
H -4.078 -4.729 -5.262 -0.0421 0.0125 -0.0633
H -1.894 -3.698 -4.755 -0.0624 0.0219 -0.0019
H 1.083 -3.998 -2.846 -0.0201 -0.0023 0.0726
H 2.748 -4.312 -4.664 0.0808 -0.0477 0.0222
H 2.653 -2.880 -6.672 0.0546 -0.0314 -0.0612
H 0.907 -1.151 -6.877 -0.0072 0.0219 0.0416
H -0.721 -0.829 -5.028 0.0482 0.0988 -0.0006
C 4.847 -0.100 0.550 0.3431 0.0971 -0.3979
C 4.676 -1.134 1.652 -0.6650 -0.1541 0.2907
S 2.927 -1.263 2.175 0.1746 -0.0144 -0.1360
C 2.266 -2.590 1.106 0.2003 0.0577 0.4310
C 2.815 -2.733 -0.296 -0.0510 0.2009 -0.4195
S 2.309 -1.399 -1.440 0.4708 -0.0217 0.1787
C 3.742 -1.345 -2.588 -0.4444 0.1824 0.3762
C 4.807 -0.316 -2.255 0.2182 -0.1616 0.2052
S 5.874 -0.718 -0.835 -0.0600 0.0781 -0.0276
H 5.323 0.804 0.933 -0.0990 0.0084 0.0187
H 3.883 0.168 0.121 0.0375 0.0441 0.0731
H 5.219 -0.842 2.550 0.0822 -0.0622 0.0123
H 5.025 -2.118 1.341 0.0840 0.0234 0.0641
H 1.194 -2.387 1.068 -0.0495 -0.0848 -0.0108
H 2.430 -3.531 1.641 -0.1164 -0.0152 -0.1676
H 2.401 -3.661 -0.698 0.0733 -0.0704 -0.0233
H 3.902 -2.781 -0.304 0.0680 -0.0927 0.0115
H 3.292 -1.061 -3.542 -0.0208 -0.1475 -0.1084
H 4.156 -2.349 -2.673 0.0206 -0.0367 -0.1016
H 4.345 0.646 -2.052 0.0354 0.0643 -0.1083
H 5.498 -0.210 -3.095 -0.0319 0.0334 -0.0475
C 2.610 5.999 3.842 0.0931 0.0603 -0.1535
O 2.033 5.285 4.904 -0.3314 -0.4840 0.0622
C 1.406 4.091 4.568 0.0226 0.1110 0.0303
C 0.478 3.611 5.496 0.0063 0.2522 0.3248
C -0.213 2.459 5.201 0.0411 0.0253 -0.0279
C -0.037 1.770 4.007 0.1450 0.1510 -0.1512
C -0.842 0.597 3.694 -0.2193 -0.4159 0.3156
C -0.988 -0.455 4.784 -0.2232 0.1372 -0.1384
O -1.345 0.392 2.607 -0.2125 0.0395 0.0773
C 0.930 2.223 3.057 0.1078 -0.0824 0.0172
O 1.231 1.603 1.992 -0.1179 0.2108 -0.0413
C 1.640 3.403 3.404 0.2957 0.5901 0.0670
H 2.712 7.031 4.180 0.0656 -0.0520 -0.0310
H 1.968 5.965 2.956 0.0667 0.0563 0.0115
H 3.597 5.602 3.576 -0.0525 0.0364 -0.0314
H 0.305 4.161 6.408 -0.0453 0.0756 0.0783
H -0.968 2.119 5.897 -0.0316 -0.0901 0.1250
H -0.816 -0.055 5.777 0.0676 -0.0203 0.1221
H -0.234 -1.211 4.572 0.1429 -0.0998 0.0373
H -1.965 -0.927 4.725 -0.0922 -0.0592 -0.0466
H 2.373 3.733 2.687 0.0971 0.0642 -0.1319
F 2.661 1.981 -1.661 0.5461 -0.5961 -0.1725
B 1.444 2.184 -1.104 -0.5303 -0.3518 0.4899
F 1.187 3.491 -1.250 -0.5453 0.6098 0.1707